(1)
Formula: C36H36N3OP2RuS3
Source: the OMol25 dataset
Level of theory: ωB97M-V/def2-TZVPD

Last column: Mulliken spin population.
Cartesian coordinates (Å):
Ru: 1.29 -0.75 -0.38  0.80
S: 2.15 0.31 -2.93  -0.01
P: 0.18 0.35 -2.60  -0.05
C: -0.33 0.61 -0.96  0.20
P: 0.11 2.04 -0.08  -0.01
S: 1.98 1.91 0.60  0.05
C: -1.14 1.94 1.24  -0.02
C: -0.81 2.04 2.58  -0.01
C: -1.76 1.78 3.55  0.00
C: -3.05 1.44 3.18  0.00
C: -3.40 1.37 1.84  0.01
C: -2.44 1.61 0.87  0.02
C: -0.20 3.62 -0.95  0.01
C: 0.62 3.90 -2.04  0.00
C: 0.36 5.01 -2.82  0.00
C: -0.71 5.83 -2.53  0.00
C: -1.52 5.56 -1.44  0.00
C: -1.27 4.45 -0.64  -0.01
C: -0.64 1.48 -3.77  -0.02
C: -1.98 1.74 -3.56  0.02
C: -2.65 2.62 -4.40  0.01
C: -1.97 3.23 -5.44  0.00
C: -0.63 2.96 -5.65  0.00
C: 0.05 2.09 -4.81  0.00
C: -0.60 -1.26 -2.98  0.01
C: -0.24 -1.96 -4.12  0.00
C: -0.85 -3.16 -4.41  0.00
C: -1.82 -3.67 -3.57  0.00
C: -2.18 -2.98 -2.43  0.00
C: -1.57 -1.77 -2.13  -0.01
H: 0.21 2.30 2.85  0.00
H: -1.50 1.84 4.60  0.00
H: -3.79 1.23 3.94  0.00
H: -4.41 1.11 1.55  0.00
H: -2.69 1.54 -0.18  0.01
H: 1.46 3.25 -2.25  0.00
H: 0.99 5.22 -3.67  0.00
H: -0.92 6.69 -3.15  0.00
H: -2.35 6.21 -1.20  0.00
H: -1.88 4.25 0.22  0.00
H: -2.50 1.24 -2.75  -0.01
H: -3.70 2.83 -4.23  0.00
H: -2.49 3.93 -6.08  0.00
H: -0.10 3.43 -6.46  0.00
H: 1.10 1.87 -4.95  0.00
H: 0.54 -1.55 -4.76  0.00
H: -0.55 -3.72 -5.29  0.00
H: -2.30 -4.61 -3.80  0.00
H: -2.93 -3.38 -1.76  0.00
H: -1.85 -1.22 -1.24  0.00
S: 1.79 -3.11 -1.18  -0.03
C: 3.11 -3.02 -0.07  0.01
C: 3.91 -4.13 0.22  0.00
C: 4.90 -4.00 1.17  0.00
C: 5.08 -2.77 1.79  0.00
C: 4.27 -1.71 1.41  0.00
N: 3.30 -1.83 0.51  -0.01
H: 3.74 -5.05 -0.32  0.00
H: 5.52 -4.84 1.42  0.00
H: 5.85 -2.63 2.53  0.00
H: 4.39 -0.73 1.84  0.00
C: 1.95 0.15 4.36  0.00
N: 1.12 -1.03 4.20  0.00
C: 0.90 -1.84 5.38  0.00
C: -0.44 -2.55 5.24  0.00
C: -0.42 -3.37 3.96  0.00
N: -0.05 -2.52 2.85  0.00
C: -0.41 -3.02 1.54  0.01
C: 0.66 -1.37 2.97  0.01
O: 0.88 -0.64 2.00  -0.01
H: 1.47 0.86 5.05  0.00
H: 2.07 0.62 3.39  0.00
H: 2.93 -0.12 4.76  0.00
H: 0.90 -1.19 6.26  0.00
H: 1.71 -2.57 5.50  0.00
H: -1.23 -1.80 5.18  0.00
H: -0.62 -3.20 6.10  0.00
H: -1.41 -3.78 3.76  0.00
H: 0.29 -4.20 4.05  0.00
H: -1.49 -3.12 1.46  0.00
H: 0.07 -3.99 1.36  0.00
H: -0.07 -2.31 0.76  0.00

Summary:
**Charge**: 0
**Orbital gap (alpha / beta)**: 0.25195 / 0.24198 Eh
**Energy relative to the best compared isomer or geometry (same formula, charge and spin)**: 2.778 eV
**HOMO energy (alpha / beta)**: -7.4 / -7.3 eV
**Largest force on an atom**: 3.08 eV/A
**2S+1**: 2

---

(2)
Formula: C36H36N6O2PPtS4Si
Source: the OMol25 dataset
Level of theory: ωB97M-V/def2-TZVPD

Last column: Mulliken charge in e.
Cartesian coordinates (Å):
Pt: -0.65 0.14 0.16  0.38
N: 0.85 -0.27 -7.77  -0.54
C: 0.32 -0.34 -6.51  1.02
C: -0.45 0.72 -6.01  -0.78
C: -1.09 0.59 -4.79  -0.54
C: -0.95 -0.56 -4.04  0.10
C: -0.15 -1.59 -4.49  -0.34
C: 0.47 -1.49 -5.72  -0.92
S: -2.05 -0.71 -2.62  1.07
O: -3.22 -1.40 -3.06  -0.73
O: -2.40 0.72 -2.35  -0.29
N: -1.45 -1.23 -1.23  -0.66
C: -1.32 -2.57 -1.17  0.55
N: -1.29 -3.21 -2.34  -0.46
C: -1.15 -4.52 -2.30  -0.24
C: -1.00 -5.22 -1.11  -1.09
C: -1.07 -4.45 0.04  0.15
N: -1.26 -3.15 0.03  -0.21
H: 0.93 0.64 -8.18  0.22
H: 1.56 -0.94 -8.02  0.21
H: -0.56 1.62 -6.58  0.33
H: -1.71 1.40 -4.43  0.41
H: -0.05 -2.48 -3.89  0.44
H: 1.06 -2.31 -6.10  0.30
H: -1.14 -5.02 -3.27  0.45
H: -0.83 -6.28 -1.09  0.39
H: -0.97 -4.90 1.03  0.36
N: 0.32 5.33 4.72  -0.43
C: 1.13 4.94 3.65  0.47
S: 2.48 5.88 3.28  -0.38
C: 0.75 3.81 2.90  0.79
C: 1.60 3.22 1.92  -1.11
C: 1.20 2.12 1.23  -0.37
N: -0.01 1.54 1.40  0.70
C: -0.82 2.07 2.34  -0.77
C: -0.50 3.16 3.09  -0.64
H: 0.74 6.06 5.27  0.26
H: -0.04 4.56 5.26  0.23
H: 2.58 3.64 1.75  0.41
H: 1.86 1.62 0.53  0.58
H: -1.77 1.56 2.49  0.40
H: -1.20 3.52 3.82  0.31
C: 0.47 1.68 -2.10  -1.97
Si: -1.40 1.82 -1.44  1.30
C: -2.77 2.39 -0.13  -1.71
C: -1.83 3.28 -2.67  0.35
C: -0.98 4.37 -2.85  -0.47
C: -1.28 5.37 -3.76  -0.56
C: -2.46 5.32 -4.50  -0.52
C: -3.33 4.26 -4.31  -0.67
C: -3.01 3.26 -3.41  -0.37
H: 1.08 2.42 -1.59  0.43
H: 0.52 1.87 -3.17  0.58
H: 0.91 0.70 -1.90  0.60
H: -2.38 3.19 0.49  0.31
H: -3.11 1.58 0.51  0.34
H: -3.63 2.77 -0.68  0.56
H: -0.07 4.42 -2.28  0.24
H: -0.60 6.19 -3.90  0.40
H: -2.69 6.10 -5.21  0.37
H: -4.25 4.21 -4.87  0.40
H: -3.69 2.42 -3.29  0.35
S: 0.71 0.10 4.22  -0.54
P: 1.18 -1.47 3.15  1.54
S: 1.11 -1.52 1.12  -0.64
C: 0.29 -2.88 3.91  -0.18
C: 0.81 -3.35 5.12  -0.60
C: 0.13 -4.31 5.84  -0.70
C: -1.09 -4.79 5.38  -0.39
C: -1.62 -4.30 4.20  -0.55
C: -0.93 -3.35 3.46  -0.32
C: 2.91 -1.99 3.49  -0.51
C: 3.77 -1.14 4.15  -0.13
C: 5.06 -1.55 4.45  -0.63
C: 5.48 -2.81 4.09  -0.38
C: 4.62 -3.67 3.42  -0.73
C: 3.34 -3.26 3.11  -0.11
H: 1.74 -2.95 5.47  0.36
H: 0.55 -4.67 6.77  0.39
H: -1.62 -5.54 5.96  0.36
H: -2.57 -4.67 3.85  0.40
H: -1.34 -2.97 2.53  0.59
H: 3.40 -0.16 4.44  0.32
H: 5.73 -0.88 4.98  0.39
H: 6.49 -3.14 4.32  0.36
H: 4.95 -4.67 3.15  0.37
H: 2.66 -3.92 2.60  0.34

Summary:
**Charge**: -1
**Orbital gap (alpha / beta)**: 0.16396 / 0.16393 Eh
**Energy relative to the best compared isomer or geometry (same formula, charge and spin)**: 2.282 eV
**HOMO energy (alpha / beta)**: -3.4 / -3.4 eV
**Largest force on an atom**: 3.79 eV/A

---

(3)
Formula: C36H37BHoN9O2
Source: the OMol25 dataset
Level of theory: ωB97M-V/def2-TZVPD

Last column: Mulliken spin population.
Cartesian coordinates (Å):
Ho: -0.46 -0.04 -0.28  4.14
C: -3.64 -3.57 0.01  0.00
C: -2.35 -3.18 -0.33  0.00
N: -2.19 -1.87 -0.20  0.00
N: -3.38 -1.38 0.21  -0.01
C: -4.27 -2.39 0.34  0.00
B: -3.61 0.12 0.48  0.00
N: -2.74 0.54 1.71  0.00
C: -3.02 1.36 2.74  0.01
C: -1.94 1.39 3.59  0.00
C: -1.01 0.55 3.00  -0.01
N: -1.49 0.03 1.87  0.00
N: -3.19 0.93 -0.82  -0.01
C: -3.79 2.03 -1.30  0.01
C: -3.29 2.33 -2.54  -0.01
C: -2.34 1.34 -2.77  -0.01
N: -2.27 0.49 -1.75  0.01
N: -5.09 0.35 0.71  0.00
C: -6.06 0.26 -0.24  0.00
C: -7.27 0.29 0.40  0.00
C: -6.94 0.39 1.76  0.00
N: -5.64 0.42 1.95  0.00
H: -4.07 -4.55 0.00  0.00
H: -1.53 -3.80 -0.68  0.00
H: -5.27 -2.19 0.67  0.00
H: -3.99 1.83 2.81  0.00
H: -1.85 1.94 4.51  0.00
H: 0.00 0.32 3.32  0.00
H: -4.56 2.52 -0.72  0.00
H: -3.57 3.14 -3.19  0.00
H: -1.67 1.22 -3.60  0.00
H: -5.81 0.17 -1.28  0.00
H: -8.25 0.24 -0.06  0.00
H: -7.60 0.45 2.61  0.00
C: 0.68 2.92 -2.08  0.15
C: 0.74 3.23 -0.58  0.28
C: 0.28 4.69 -0.38  0.06
C: -0.19 2.27 0.15  0.51
C: 2.17 3.09 -0.06  0.01
C: 2.42 2.70 1.26  0.05
C: 3.70 2.68 1.78  0.03
C: 4.79 3.02 0.99  0.00
C: 4.56 3.40 -0.33  0.00
C: 3.27 3.44 -0.84  0.00
H: -0.35 3.02 -2.42  -0.06
H: 1.02 1.90 -2.30  0.00
H: 1.29 3.61 -2.67  0.01
H: -0.76 4.79 -0.70  0.00
H: 0.88 5.38 -0.96  0.00
H: 0.34 4.97 0.67  0.00
H: -0.66 2.78 1.01  -0.12
H: 1.57 2.45 1.89  -0.05
H: 3.86 2.40 2.82  0.00
H: 5.79 3.02 1.39  0.00
H: 5.39 3.69 -0.96  0.00
H: 3.13 3.77 -1.86  0.00
C: 3.32 -5.21 1.00  0.00
O: 2.31 -4.22 0.79  0.00
C: 1.96 -3.92 -0.48  0.00
C: 2.49 -4.55 -1.61  0.00
C: 2.06 -4.15 -2.87  0.00
C: 1.09 -3.17 -3.02  0.00
C: 0.56 -2.56 -1.90  0.00
C: 1.01 -2.91 -0.63  0.01
N: 0.60 -2.21 0.59  0.00
C: 1.64 -1.72 1.36  0.01
C: 2.69 -0.99 0.89  0.01
C: 3.91 -0.95 1.68  0.01
C: 5.06 -0.56 1.11  0.00
C: 5.06 -0.13 -0.27  0.00
C: 3.94 -0.07 -1.03  0.00
C: 2.69 -0.38 -0.44  -0.01
O: 1.59 -0.10 -1.00  -0.05
H: 3.45 -5.28 2.07  0.00
H: 4.25 -4.90 0.53  0.00
H: 3.00 -6.17 0.60  0.00
H: 3.22 -5.33 -1.52  0.00
H: 2.47 -4.64 -3.74  0.00
H: 0.74 -2.90 -4.00  0.00
H: -0.22 -1.82 -2.04  0.00
H: -0.06 -2.75 1.14  0.00
H: 1.59 -1.96 2.41  0.00
H: 3.88 -1.30 2.70  0.00
H: 5.98 -0.55 1.67  0.00
H: 6.01 0.18 -0.70  0.00
H: 3.95 0.34 -2.04  0.00

Summary:
**Charge**: +1
**Orbital gap (alpha / beta)**: 0.18927 / 0.23652 Eh
**HOMO energy (alpha / beta)**: -9.3 / -10.6 eV
**Largest force on an atom**: 1.12 eV/A
**2S+1**: 6

---

(4)
Formula: C36H37F3NiO3P2S
Source: the OMol25 dataset
Level of theory: ωB97M-V/def2-TZVPD

Last column: Mulliken spin population.
Cartesian coordinates (Å):
Ni: -0.60 1.80 1.02  1.77
C: 1.99 5.65 -1.10  0.00
C: 1.56 4.45 -1.46  0.00
C: 2.42 3.24 -1.75  -0.01
C: 2.94 2.39 -0.55  0.00
C: 3.27 3.12 0.72  -0.01
C: 3.82 4.34 0.76  0.01
C: 4.36 5.02 -0.45  0.00
C: 3.40 6.10 -1.00  0.00
C: -0.10 3.80 1.73  0.28
H: 1.25 6.42 -0.84  0.00
H: 0.48 4.28 -1.54  0.01
H: 3.28 3.53 -2.35  0.00
H: 1.81 2.56 -2.37  0.00
H: 2.19 1.62 -0.34  0.02
H: 3.85 1.86 -0.88  0.00
H: 3.09 2.58 1.66  -0.01
H: 3.95 4.88 1.69  0.00
H: 4.66 4.33 -1.24  0.00
H: 5.25 5.58 -0.13  0.00
H: 3.43 6.96 -0.31  0.00
H: 3.78 6.50 -1.96  0.00
H: -0.51 4.66 1.15  0.01
H: 1.00 3.79 1.58  -0.05
H: -0.30 3.97 2.79  -0.03
P: -2.72 -2.73 -0.98  0.00
P: -1.17 -3.80 1.49  0.00
C: -1.25 -3.74 -1.25  0.00
C: -0.61 -4.28 -0.17  0.00
C: -3.88 -3.52 -2.20  0.00
C: -3.46 -4.30 -3.29  0.00
C: -4.39 -4.81 -4.20  0.00
C: -5.76 -4.60 -3.99  0.00
C: -6.20 -3.89 -2.86  0.00
C: -5.26 -3.36 -1.96  0.00
C: -2.17 -1.18 -1.80  0.00
C: -1.18 -0.44 -1.14  -0.04
C: -0.70 0.74 -1.69  -0.03
C: -1.18 1.16 -2.94  0.00
C: -2.16 0.42 -3.61  0.00
C: -2.68 -0.75 -3.03  0.00
C: -1.18 -5.53 2.22  0.00
C: -2.18 -6.41 1.78  0.00
C: -2.18 -7.75 2.18  0.00
C: -1.18 -8.22 3.05  0.00
C: -0.20 -7.34 3.53  0.00
C: -0.22 -5.99 3.13  0.00
C: 0.38 -3.12 2.17  0.00
C: 0.29 -2.42 3.38  0.00
C: 1.44 -1.98 4.03  0.00
C: 2.70 -2.21 3.44  0.00
C: 2.79 -2.85 2.20  0.00
C: 1.62 -3.28 1.55  0.00
H: -0.89 -3.89 -2.28  0.00
H: 0.20 -5.01 -0.25  0.00
H: -2.40 -4.51 -3.45  0.00
H: -4.05 -5.37 -5.07  0.00
H: -6.49 -4.99 -4.71  0.00
H: -7.26 -3.75 -2.69  0.00
H: -5.60 -2.82 -1.08  0.00
H: -0.82 -0.79 -0.16  0.02
H: 0.07 1.34 -1.17  0.05
H: -0.81 2.08 -3.40  0.00
H: -2.54 0.74 -4.58  0.00
H: -3.45 -1.32 -3.55  0.00
H: -2.95 -6.05 1.09  0.00
H: -2.94 -8.43 1.82  0.00
H: -1.16 -9.27 3.35  0.00
H: 0.57 -7.69 4.20  0.00
H: 0.55 -5.31 3.53  0.00
H: -0.70 -2.24 3.83  0.00
H: 1.37 -1.46 4.98  0.00
H: 3.60 -1.88 3.95  0.00
H: 3.75 -3.02 1.74  0.00
H: 1.70 -3.75 0.57  0.00
F: 0.34 10.01 0.56  0.00
C: 1.59 9.52 0.74  0.00
F: 2.14 9.29 -0.49  0.00
F: 2.34 10.47 1.36  0.00
S: 1.56 7.92 1.71  0.00
O: 1.04 8.34 3.02  0.00
O: 0.66 7.08 0.93  0.00
O: 2.98 7.52 1.69  0.00

Summary:
**Charge**: 0
**Orbital gap (alpha / beta)**: 0.20533 / 0.14280 Eh
**HOMO energy (alpha / beta)**: -8.1 / -8.1 eV
**Largest force on an atom**: 1.86 eV/A
**2S+1**: 3

---

(5)
Formula: C36H37F3P2Pt
Source: the OMol25 dataset
Level of theory: ωB97M-V/def2-TZVPD

Last column: Mulliken spin population.
Cartesian coordinates (Å):
Pt: -0.87 1.06 -0.11  0.59
C: -2.19 0.89 -2.01  0.74
C: -1.67 -0.54 -2.07  0.01
C: -0.44 -0.75 -2.98  0.03
C: 0.67 0.35 -2.86  0.05
C: 0.66 1.19 -1.59  0.18
C: -0.04 2.48 -1.28  0.21
C: -1.09 3.12 -2.17  0.06
C: -1.76 2.05 -2.95  0.04
C: 1.81 0.39 2.18  0.03
H: -3.27 0.73 -2.15  -0.01
H: -2.45 -1.18 -2.53  0.01
H: -0.88 -0.79 -3.99  0.00
H: 0.07 -1.71 -2.79  0.00
H: 1.63 -0.22 -2.81  0.00
H: 0.78 0.88 -3.83  0.01
H: 1.73 1.21 -1.24  -0.12
H: 0.61 3.12 -0.67  0.01
H: -0.65 3.92 -2.78  0.00
H: -1.85 3.61 -1.52  0.00
H: -2.66 2.48 -3.42  0.01
H: -1.14 1.69 -3.79  0.00
H: 1.07 1.24 2.08  0.00
H: 2.57 0.83 2.83  -0.01
H: 1.29 -0.44 2.67  0.01
P: -1.42 -1.17 -0.26  0.17
P: 2.60 -0.31 0.67  0.04
C: 0.19 -1.90 -0.22  0.02
C: 1.50 -1.46 -0.26  0.05
C: -2.54 -2.36 0.48  0.05
C: -3.19 -3.36 -0.28  0.02
C: -3.84 -4.39 0.40  0.00
C: -3.85 -4.39 1.79  0.01
C: -3.23 -3.39 2.56  0.00
C: -2.60 -2.36 1.88  0.04
C: -3.52 0.51 0.07  0.84
C: -3.28 1.83 0.13  0.11
C: -4.35 2.72 -0.04  0.03
C: -5.64 2.19 -0.06  0.06
C: -5.83 0.83 0.04  0.15
C: -4.76 -0.11 0.05  -0.06
C: 3.81 -1.43 1.27  0.00
C: 3.28 -2.58 1.89  0.00
C: 4.15 -3.36 2.66  0.00
C: 5.50 -2.96 2.77  0.00
C: 6.00 -1.80 2.16  0.00
C: 5.14 -1.01 1.39  0.00
C: 3.45 1.22 0.08  -0.01
C: 3.05 2.51 0.54  0.00
C: 3.58 3.64 -0.08  0.00
C: 4.46 3.55 -1.16  0.00
C: 4.82 2.25 -1.66  0.00
C: 4.30 1.09 -1.05  0.00
H: -0.04 -2.97 -0.38  0.02
H: 2.08 -2.25 -0.78  -0.01
H: -3.16 -3.34 -1.37  0.00
H: -4.30 -5.22 -0.15  0.00
H: -4.30 -5.22 2.33  0.00
H: -3.20 -3.43 3.65  0.00
H: -2.09 -1.56 2.43  0.01
H: -2.27 2.30 0.34  0.02
H: -4.09 3.76 -0.13  0.00
H: -6.46 2.92 -0.16  0.00
H: -6.86 0.43 0.04  0.01
H: -4.90 -1.18 0.08  0.01
H: 2.21 -2.76 1.79  0.00
H: 3.75 -4.24 3.19  0.00
H: 6.17 -3.56 3.39  0.00
H: 7.04 -1.47 2.29  0.00
H: 5.44 -0.06 0.94  0.00
H: 2.35 2.66 1.36  0.00
H: 3.33 4.64 0.32  0.00
H: 4.88 4.45 -1.61  0.00
H: 5.52 2.17 -2.48  0.00
H: 4.53 0.12 -1.49  0.00
F: -0.62 0.08 2.87  0.00
C: -1.29 1.06 2.18  0.48
F: -2.60 0.83 2.57  0.01
F: -0.89 2.20 2.81  0.05

Summary:
**Charge**: +2
**Orbital gap (alpha / beta)**: 0.23116 / 0.18951 Eh
**HOMO energy (alpha / beta)**: -12.6 / -14.3 eV
**Largest force on an atom**: 3.96 eV/A
**2S+1**: 5

---

(6)
Formula: C36H37N5RuSi
Source: the OMol25 dataset
Level of theory: ωB97M-V/def2-TZVPD

Last column: Mulliken spin population.
Cartesian coordinates (Å):
Ru: 1.32 -0.23 0.12  1.40
C: -1.49 0.18 5.10  0.03
C: -0.27 0.84 5.18  -0.02
C: 0.70 0.63 4.21  0.04
C: 0.45 -0.24 3.14  -0.08
C: -0.77 -0.89 3.07  0.04
C: -1.73 -0.68 4.05  -0.01
N: 1.44 -0.43 2.13  0.38
C: 2.70 -0.84 2.54  0.20
C: 3.06 -1.21 3.85  0.06
C: 4.34 -1.62 4.11  0.02
C: 5.31 -1.69 3.09  0.11
C: 4.97 -1.38 1.80  0.00
C: 3.68 -0.96 1.53  0.01
N: 3.20 -0.63 0.26  0.06
N: 3.90 -0.96 -0.81  0.46
C: 3.20 -0.68 -1.95  0.06
C: 3.95 -0.83 -3.17  0.45
C: 3.39 -0.41 -4.37  -0.09
C: 2.10 0.04 -4.37  0.39
C: 1.23 0.00 -3.16  0.03
N: 1.93 -0.28 -1.90  0.27
H: -2.24 0.34 5.87  0.00
H: -0.07 1.53 5.99  0.00
H: 1.64 1.15 4.26  0.00
H: -0.98 -1.57 2.26  0.00
H: -2.68 -1.21 3.99  0.00
H: 2.33 -1.20 4.64  0.00
H: 4.61 -1.91 5.12  0.00
H: 6.32 -2.01 3.32  0.00
H: 5.68 -1.45 0.98  0.00
H: 4.96 -1.21 -3.09  0.01
H: 3.97 -0.42 -5.27  0.00
H: 1.65 0.43 -5.28  0.00
H: 0.77 0.99 -3.08  0.01
C: 0.06 -1.81 -0.21  0.06
Si: -1.35 -0.70 -0.75  -0.03
C: -1.31 0.96 0.14  0.08
N: 0.02 1.64 0.18  -0.05
C: 0.30 2.43 -1.07  0.05
C: 0.23 3.94 -0.88  0.00
C: -0.97 4.33 -0.03  0.00
C: -0.87 3.66 1.36  0.00
C: 0.15 2.52 1.37  0.03
C: -1.21 -0.50 -2.58  0.39
C: -2.27 0.06 -3.24  -0.12
C: -2.37 0.09 -4.64  0.40
C: -1.40 -0.58 -5.42  -0.10
C: -0.31 -1.13 -4.84  0.31
C: -0.01 -0.98 -3.37  0.03
C: -3.01 -1.45 -0.31  0.01
C: -3.74 -1.11 0.84  0.00
C: -4.93 -1.75 1.14  0.00
C: -5.43 -2.74 0.31  0.00
C: -4.73 -3.09 -0.84  0.00
C: -3.53 -2.45 -1.15  0.01
H: 0.42 -2.45 -1.01  0.02
H: -0.09 -2.41 0.69  0.01
H: -1.61 0.78 1.18  -0.02
H: -2.08 1.60 -0.31  0.01
H: -0.44 2.13 -1.81  0.00
H: 1.28 2.16 -1.44  0.01
H: 0.17 4.40 -1.87  0.00
H: 1.15 4.31 -0.41  0.00
H: -1.89 4.01 -0.54  0.00
H: -1.04 5.41 0.08  0.00
H: -1.85 3.28 1.67  0.00
H: -0.57 4.38 2.12  0.00
H: 0.00 1.91 2.26  0.01
H: 1.17 2.89 1.40  -0.01
H: -3.11 0.44 -2.66  0.01
H: -3.23 0.54 -5.12  0.01
H: -1.55 -0.69 -6.49  0.00
H: 0.40 -1.70 -5.44  0.00
H: 0.34 -1.94 -3.00  0.05
H: -3.38 -0.34 1.50  0.00
H: -5.48 -1.47 2.03  0.00
H: -6.36 -3.24 0.55  0.00
H: -5.11 -3.86 -1.50  0.00
H: -3.00 -2.72 -2.06  0.00

Summary:
**Charge**: +1
**Orbital gap (alpha / beta)**: 0.23748 / 0.21573 Eh
**Energy relative to the best compared isomer or geometry (same formula, charge and spin)**: 0.813 eV
**HOMO energy (alpha / beta)**: -9.6 / -11.0 eV
**Largest force on an atom**: 0.74 eV/A
**2S+1**: 6